[1]
A molecular structure, C29H40CoGeN4O2Sb, computed with the ωB97M-V functional and the def2-TZVPD basis.

XYZ file:
```
78
C29H40CoGeN4O2Sb the ωB97M-V functional and the def2-TZVPD basis
Co 0.09 0.08 -0.17
O -2.01 -0.38 3.17
C -1.60 -0.31 2.03
N -0.31 -0.43 1.58
C 0.76 -0.72 2.38
C 0.74 -1.15 3.72
C 1.93 -1.41 4.34
C 3.16 -1.27 3.66
C 3.21 -0.86 2.35
C 2.00 -0.59 1.69
N 1.84 -0.17 0.40
C 2.85 -0.04 -0.52
O 4.04 -0.20 -0.36
C 2.28 0.40 -1.84
C 3.10 0.67 -2.92
C 2.52 1.07 -4.11
C 1.14 1.17 -4.18
C 0.39 0.87 -3.06
N 0.94 0.49 -1.90
C -2.53 -0.03 0.89
C -3.90 -0.06 1.09
C -4.74 0.13 0.00
C -4.17 0.34 -1.24
C -2.79 0.37 -1.36
N -1.97 0.19 -0.32
H -0.20 -1.25 4.25
H 1.93 -1.75 5.37
H 4.08 -1.49 4.18
H 4.15 -0.75 1.83
H 4.17 0.56 -2.78
H 3.13 1.29 -4.97
H 0.64 1.47 -5.09
H -0.69 0.93 -3.09
H -4.27 -0.24 2.09
H -5.81 0.10 0.12
H -4.78 0.48 -2.12
H -2.33 0.53 -2.32
C -3.52 -5.57 0.55
C -3.71 -4.70 -0.69
C -2.40 -4.11 -1.23
C -1.70 -3.21 -0.21
Ge -0.32 -2.12 -1.08
C 1.40 -3.05 -1.20
C 1.34 -4.41 -1.91
C 1.00 -4.31 -3.39
C 1.06 -5.67 -4.08
H -4.44 -6.07 0.82
H -3.20 -4.98 1.41
H -2.76 -6.33 0.37
H -4.39 -3.88 -0.47
H -4.18 -5.29 -1.48
H -2.61 -3.56 -2.15
H -1.73 -4.94 -1.51
H -1.22 -3.79 0.58
H -2.44 -2.56 0.28
H -0.89 -1.76 -2.48
H 1.75 -3.18 -0.17
H 2.12 -2.40 -1.69
H 0.62 -5.06 -1.41
H 2.31 -4.90 -1.80
H 1.70 -3.62 -3.87
H 0.00 -3.88 -3.51
H 2.05 -6.11 -4.00
H 0.81 -5.59 -5.14
H 0.35 -6.37 -3.63
C -0.95 3.75 -1.45
Sb -0.24 2.82 0.34
C -1.93 3.30 1.57
C 1.08 4.39 0.94
H -1.28 4.76 -1.21
H -1.78 3.20 -1.87
H -0.14 3.80 -2.18
H -1.96 4.38 1.72
H -1.86 2.81 2.53
H -2.84 2.98 1.07
H 0.56 5.34 0.84
H 1.96 4.38 0.29
H 1.40 4.24 1.97
```

Properties
ΔE to the lowest compared entry with this formula, charge and spin: 6.3 kcal/mol
Molecular weight: 730.0 g/mol
Net charge: +1
Multiplicity: 2

=====

[2]
A single C29H40N4O2 molecule, computed with the ωB97M-V functional and the def2-TZVPD basis.

XYZ file:
```
75
C29H40N4O2 the ωB97M-V functional and the def2-TZVPD basis
C 4.36 2.38 -0.46
C 4.26 0.87 -0.30
C 3.79 0.20 -1.58
C 3.75 -1.33 -1.46
C 3.30 -1.99 -2.78
C 3.29 -3.51 -2.69
C 2.89 -4.15 -4.01
C 2.88 -1.78 -0.30
O 3.32 -2.41 0.64
N 1.57 -1.41 -0.43
C 0.52 -1.58 0.47
C 0.61 -2.37 1.62
C -0.48 -2.47 2.46
C -1.66 -1.78 2.22
C -1.73 -0.99 1.08
C -0.67 -0.91 0.19
N -2.92 -0.25 0.84
C -2.99 1.09 1.05
O -4.01 1.74 0.87
C -1.71 1.74 1.56
N -0.75 1.88 0.47
C -1.10 2.92 -0.48
C -0.76 4.33 0.01
N 0.65 4.40 0.36
C 1.05 5.74 0.73
C 0.95 3.44 1.40
C 0.63 2.04 0.89
C -4.06 -0.98 0.42
C -4.71 -0.54 -0.74
C -5.83 -1.19 -1.22
C -6.31 -2.30 -0.55
C -5.66 -2.74 0.59
C -4.54 -2.10 1.10
C -3.95 -2.69 2.36
C -2.87 -1.88 3.08
H 3.40 2.82 -0.71
H 5.07 2.63 -1.25
H 4.71 2.84 0.47
H 5.24 0.47 -0.02
H 3.57 0.64 0.51
H 4.47 0.46 -2.40
H 2.81 0.59 -1.86
H 4.76 -1.69 -1.23
H 3.98 -1.68 -3.57
H 2.30 -1.64 -3.05
H 4.29 -3.86 -2.40
H 2.60 -3.83 -1.91
H 1.89 -3.83 -4.30
H 3.58 -3.86 -4.80
H 2.89 -5.23 -3.93
H 1.34 -0.85 -1.23
H 1.53 -2.88 1.83
H -0.40 -3.09 3.35
H -0.77 -0.30 -0.69
H -1.26 1.11 2.33
H -2.00 2.70 2.01
H -2.17 2.86 -0.69
H -0.54 2.73 -1.39
H -0.95 5.05 -0.79
H -1.40 4.60 0.87
H 2.12 5.75 0.94
H 0.52 6.12 1.62
H 0.85 6.42 -0.10
H 2.02 3.50 1.64
H 0.38 3.65 2.33
H 0.86 1.29 1.65
H 1.25 1.85 0.01
H -4.32 0.33 -1.24
H -6.32 -0.83 -2.11
H -7.18 -2.82 -0.91
H -6.04 -3.61 1.11
H -4.78 -2.87 3.06
H -3.53 -3.67 2.11
H -3.26 -0.88 3.31
H -2.63 -2.37 4.02
```

Properties
ΔE to the lowest compared entry with this formula, charge and spin: 0.0 kcal/mol
Molecular weight: 476.7 g/mol

=====

[3]
A molecular structure, C29H40N6O5RuSi2, computed with the ωB97M-V functional and the def2-TZVPD basis.

XYZ file:
```
83
C29H40N6O5RuSi2 the ωB97M-V functional and the def2-TZVPD basis
Ru 0.30 -0.22 -0.07
C 4.56 -1.08 -1.61
O 4.95 -0.91 -0.24
C 4.52 0.24 0.37
C 5.45 1.02 1.01
C 5.08 2.18 1.69
C 3.76 2.55 1.70
C 2.77 1.77 1.07
C 1.42 2.29 1.13
N 0.39 1.74 0.60
N -0.82 2.41 0.72
C -1.79 1.63 0.33
O -1.65 0.42 -0.11
C -3.18 2.17 0.39
C -3.44 3.42 0.94
C -4.74 3.90 0.99
C -5.79 3.14 0.49
C -5.53 1.90 -0.07
C -4.23 1.41 -0.12
C 3.13 0.57 0.41
O 2.31 -0.26 -0.15
H 5.23 -1.84 -2.01
H 4.69 -0.15 -2.16
H 3.52 -1.40 -1.69
H 6.49 0.70 0.96
H 5.83 2.78 2.19
H 3.45 3.46 2.21
H 1.26 3.23 1.65
H -2.61 3.99 1.33
H -4.94 4.87 1.43
H -6.80 3.52 0.53
H -6.34 1.30 -0.47
H -4.02 0.45 -0.57
C -3.34 -2.34 5.04
O -2.51 -1.31 4.53
C -2.22 -1.26 3.20
O -1.41 -0.46 2.80
N -2.88 -2.16 2.42
N -2.78 -2.11 1.02
H -3.30 -2.25 6.12
H -2.97 -3.33 4.75
H -4.38 -2.22 4.72
H -3.73 -2.58 2.75
H -2.67 -1.14 0.73
H -1.90 -2.55 0.74
C -1.11 1.40 -4.09
Si 0.47 0.90 -3.18
C 1.11 2.44 -2.34
C 1.79 0.46 -4.46
N 0.19 -0.40 -2.08
C -0.06 -1.69 -2.49
C -0.32 -2.11 -3.80
C -0.50 -3.45 -4.11
C -0.44 -4.42 -3.12
C -0.21 -4.03 -1.80
C -0.02 -2.69 -1.48
N 0.20 -2.18 -0.20
Si 1.03 -3.02 1.08
C -0.03 -4.39 1.85
C 2.62 -3.79 0.45
C 1.42 -1.84 2.49
H -0.93 2.27 -4.73
H -1.86 1.69 -3.35
H -1.53 0.60 -4.69
H 1.35 3.16 -3.12
H 2.03 2.23 -1.78
H 0.39 2.89 -1.66
H 1.97 1.31 -5.12
H 1.54 -0.41 -5.07
H 2.72 0.24 -3.94
H -0.38 -1.38 -4.60
H -0.70 -3.74 -5.13
H -0.59 -5.47 -3.35
H -0.18 -4.77 -1.01
H -0.25 -5.21 1.17
H -0.98 -3.98 2.21
H 0.50 -4.80 2.72
H 2.45 -4.35 -0.47
H 3.06 -4.46 1.19
H 3.34 -2.99 0.24
H 0.81 -2.05 3.37
H 1.28 -0.77 2.27
H 2.47 -1.95 2.76
```

Properties
ΔE to the lowest compared entry with this formula, charge and spin: 2.3 kcal/mol
Molecular weight: 709.9 g/mol
Net charge: -1
Multiplicity: 2